A structure of composition C42H33MgN6O4S2. Source: the OMol25 dataset; level of theory: ωB97M-V/def2-TZVPD.

XYZ file:
```
88
Properties=species:S:1:pos:R:3:forces:R:3:lowdin_charge:R:1
Mg -0.264317 -0.489922 0.106772 0.073 -0.119 -0.078 0.64
O -3.152651 -2.501154 2.351482 -0.001 -0.012 0.000 0.00
C -2.261561 -1.810902 1.842086 0.012 0.036 0.006 -0.49
N -1.593761 -1.947211 0.708385 -0.005 -0.004 -0.034 0.04
C -1.673471 -3.052933 -0.143412 0.020 0.010 0.001 -0.20
C -2.708214 -3.980998 -0.188478 -0.004 -0.003 -0.002 -0.03
C -2.670233 -5.028186 -1.107491 -0.001 0.000 -0.001 -0.12
C -1.600694 -5.159085 -1.975110 0.012 0.010 0.004 -0.12
C -0.547233 -4.246697 -1.939020 -0.008 -0.014 -0.005 -0.03
C -0.568298 -3.188591 -1.035018 -0.003 0.033 0.031 -0.20
N 0.403421 -2.191040 -0.903512 -0.006 -0.065 -0.023 0.04
C 1.614942 -2.242538 -1.432327 0.027 0.058 -0.001 -0.50
O 2.152913 -3.085605 -2.163031 -0.004 -0.019 -0.002 0.00
C 2.438350 -1.011713 -1.045439 -0.037 -0.020 0.012 -0.17
C 3.708431 -0.842432 -1.572569 0.008 0.004 -0.015 0.00
C 4.437295 0.283239 -1.223621 -0.021 -0.006 0.002 -0.04
C 3.883260 1.207325 -0.352028 0.009 -0.001 -0.005 -0.04
C 2.608859 0.965584 0.132442 -0.025 -0.040 -0.045 -0.11
N 1.897994 -0.112246 -0.206660 0.013 0.014 0.075 0.07
C -1.779441 -0.586451 2.626532 0.014 -0.016 -0.053 -0.18
C -2.384234 -0.277891 3.833008 -0.003 0.024 0.033 0.00
C -1.953870 0.834030 4.537999 -0.003 -0.014 -0.014 -0.06
C -0.932108 1.609026 4.014498 0.001 -0.005 -0.005 -0.06
C -0.373572 1.233222 2.803708 0.006 0.014 0.003 -0.13
N -0.778199 0.157848 2.127325 -0.025 0.035 0.021 0.07
H -3.526769 -3.878616 0.508440 0.001 0.001 0.000 0.09
H -3.482916 -5.744890 -1.133703 -0.002 0.002 0.004 0.09
H -1.570985 -5.979354 -2.683067 0.000 0.001 0.000 0.09
H 0.306598 -4.353830 -2.591145 0.001 0.000 0.000 0.09
H 4.078296 -1.599941 -2.248839 -0.001 -0.004 0.002 0.11
H 5.426964 0.443871 -1.634197 0.003 0.004 -0.001 0.10
H 4.400005 2.114357 -0.067717 -0.007 -0.041 -0.004 0.09
H 2.116207 1.682141 0.778161 0.012 -0.032 0.003 0.07
H -3.181318 -0.922506 4.174291 0.001 -0.001 -0.002 0.11
H -2.416227 1.099092 5.481220 -0.001 -0.003 0.001 0.10
H -0.574009 2.497662 4.515332 0.000 0.002 -0.003 0.10
H 0.391362 1.842085 2.335765 -0.003 -0.004 0.000 0.05
S 0.340573 3.771716 0.271949 0.082 0.066 -0.022 0.51
C 2.028574 4.179700 0.046678 -0.111 -0.019 -0.038 -0.75
C 2.589202 4.363328 -1.229713 -0.012 -0.009 0.047 -0.15
C 3.935176 4.640291 -1.405667 0.018 0.003 0.000 -0.12
C 4.787680 4.742374 -0.312173 0.010 0.047 -0.008 -0.14
C 4.256390 4.570016 0.960797 -0.031 0.036 0.025 -0.13
C 2.907512 4.298089 1.136395 0.055 0.002 0.004 -0.16
H 1.944462 4.273131 -2.094492 -0.029 0.009 -0.037 0.07
H 4.325525 4.771019 -2.409192 -0.003 -0.002 0.001 0.09
H 5.840333 4.957047 -0.447863 0.000 -0.002 -0.003 0.09
H 4.900875 4.648324 1.829570 -0.003 -0.001 0.002 0.09
H 2.504885 4.167230 2.133970 0.005 0.002 0.006 0.09
N -5.762881 4.479195 -1.946539 0.017 0.028 -0.029 0.17
C -5.571535 3.178293 -2.299336 -0.094 -0.060 0.081 -0.51
O -6.171175 2.671287 -3.229210 0.044 0.024 -0.036 0.05
C -4.597839 2.407316 -1.456010 0.037 0.007 -0.036 -0.15
C -4.664096 1.020269 -1.475417 -0.007 0.024 -0.014 0.01
C -3.778240 0.302259 -0.688340 -0.017 -0.004 0.018 -0.10
N -2.867358 0.881891 0.089913 -0.010 0.001 0.019 0.08
C -2.798688 2.207857 0.098731 -0.008 0.015 -0.033 -0.13
C -3.634449 3.013843 -0.661626 -0.004 -0.007 0.036 -0.01
H -6.481662 4.985168 -2.433432 0.001 0.002 -0.002 0.11
H -5.414930 4.843451 -1.079278 0.010 -0.007 0.002 0.09
H -5.393683 0.526090 -2.101811 0.001 -0.006 0.005 0.12
H -3.789908 -0.783300 -0.675849 0.008 0.003 -0.005 0.12
H -2.026543 2.651026 0.718064 0.006 0.000 -0.002 0.05
H -3.482401 4.085600 -0.642758 -0.008 -0.001 -0.011 0.11
O -0.614005 0.620588 -1.570739 -0.076 -0.029 0.059 -0.53
S 0.154084 1.628365 -2.386959 0.064 0.022 -0.021 1.02
C 0.750290 0.695471 -3.796757 0.006 -0.016 0.030 -0.36
C 1.582352 1.340071 -4.703386 0.014 0.005 0.004 -0.08
C 2.121176 0.615602 -5.752409 -0.001 0.004 0.000 -0.08
C 1.845083 -0.743086 -5.873534 -0.002 -0.001 -0.002 -0.08
C 1.025123 -1.375467 -4.952736 -0.006 0.004 0.007 -0.05
C 0.463674 -0.653029 -3.906451 -0.013 0.000 -0.001 -0.06
C -1.118201 2.557941 -3.227527 -0.013 0.060 0.013 -0.36
C -1.142295 3.932604 -3.057929 -0.014 -0.032 0.012 -0.09
C -2.155539 4.663077 -3.669291 0.001 0.012 -0.010 -0.08
C -3.128481 4.015538 -4.414610 0.022 -0.002 0.011 -0.09
C -3.101498 2.630917 -4.559757 -0.031 0.033 0.027 -0.07
C -2.091105 1.896480 -3.967012 0.014 -0.043 0.009 -0.05
H 1.809566 2.393925 -4.583156 0.001 -0.006 0.004 0.11
H 2.770484 1.104718 -6.467431 0.000 0.000 0.001 0.10
H 2.287211 -1.310626 -6.682585 -0.002 -0.004 0.002 0.10
H 0.834430 -2.437921 -5.020952 0.005 0.000 -0.004 0.11
H -0.158709 -1.135240 -3.163059 0.010 0.002 -0.001 0.11
H -0.417677 4.404137 -2.405466 0.020 0.005 0.006 0.06
H -2.190803 5.737640 -3.540720 -0.008 -0.001 -0.002 0.10
H -3.929605 4.584328 -4.869957 -0.002 -0.005 -0.001 0.11
H -3.887499 2.130124 -5.108291 0.001 -0.006 -0.017 0.11
H -2.060770 0.816885 -4.057811 0.001 0.016 0.000 0.12
```
Positions in Å, forces in eV/Å.

Results
energy = -3246.56852 Ha
HOMO = -4.43 eV
multiplicity = 1
total charge = -1
energy above the lowest of the compared OMol25 structures with the same formula, charge and spin = 19.98 kJ/mol
orbital gap = 6.7 eV

=====

A structure of composition C42H33N4O6PSTi. Source: the OMol25 dataset; level of theory: ωB97M-V/def2-TZVPD.

XYZ file:
```
88
Properties=species:S:1:pos:R:3:forces:R:3:lowdin_spin:R:1
Ti -1.656370 -0.241284 -0.415919 0.765 0.476 0.073 1.02
C -5.107588 2.724962 0.011084 -0.160 -0.050 0.053 0.00
O -5.585393 1.374955 0.267273 0.300 0.103 -0.108 0.02
C -4.500714 0.597203 0.122211 -0.291 -0.641 -0.035 0.06
N -3.350729 1.150837 0.002424 -0.282 0.179 -0.031 0.04
C -3.565592 2.610146 -0.073624 -0.008 -0.060 -0.050 0.00
C -2.844561 3.395183 0.991349 0.018 0.032 0.020 0.00
C -3.174103 3.237892 2.332170 -0.015 -0.032 -0.021 0.00
C -2.462614 3.906766 3.313289 0.063 0.061 0.013 0.00
C -1.423269 4.758146 2.957954 -0.046 -0.025 0.028 0.00
C -1.112876 4.941471 1.619378 0.009 0.020 -0.044 0.00
C -1.819864 4.261193 0.638558 0.026 -0.014 0.046 0.00
C -4.604360 -0.835789 -0.057354 0.065 0.037 -0.112 0.14
C -5.748521 -1.600627 0.045651 0.040 0.128 -0.002 0.00
C -5.721836 -2.952154 -0.297576 0.352 0.025 -0.101 0.17
C -4.510356 -3.484465 -0.778635 -0.093 0.145 0.084 0.00
C -3.400550 -2.678107 -0.857271 0.253 -0.011 -0.071 0.12
N -3.395695 -1.352263 -0.489543 -0.456 -0.254 0.047 0.23
C -2.087170 -3.080228 -1.337385 -0.757 0.016 0.068 0.06
N -1.127163 -2.227992 -1.371938 0.193 -0.328 -0.229 0.03
C 0.089515 -2.995329 -1.729535 -0.090 0.045 0.112 0.00
C -0.493625 -4.341946 -2.206914 -0.180 -0.105 -0.029 0.00
O -1.861082 -4.342407 -1.731058 0.209 0.200 0.186 0.02
C 1.031384 -2.428708 -2.764108 -0.033 -0.026 0.058 0.00
C 2.153825 -3.191581 -3.080515 0.057 -0.019 0.008 0.00
C 3.084075 -2.742464 -4.002798 -0.056 0.037 -0.018 0.00
C 2.898854 -1.513695 -4.623735 -0.003 -0.008 0.001 0.00
C 1.773777 -0.761301 -4.325082 -0.011 0.049 -0.041 0.00
C 0.836136 -1.218476 -3.407158 0.031 -0.006 0.012 0.00
H -5.448871 3.359387 0.827408 0.049 -0.006 -0.048 0.00
H -5.561423 3.049238 -0.925104 0.050 0.042 0.024 0.00
H -3.199100 2.935923 -1.050331 -0.060 0.006 0.036 0.00
H -3.969748 2.558330 2.617735 -0.020 -0.024 -0.003 0.00
H -2.713347 3.763030 4.356083 -0.011 -0.003 0.027 0.00
H -0.863293 5.279293 3.722911 0.010 0.021 0.021 0.00
H -0.312207 5.612683 1.336207 0.027 0.008 -0.002 0.00
H -1.540850 4.363354 -0.403278 0.003 0.011 -0.044 0.00
H -6.666093 -1.132664 0.376049 0.016 0.055 0.014 0.00
H -6.607612 -3.564035 -0.225296 -0.013 -0.009 0.004 0.01
H -4.441825 -4.516384 -1.092328 0.058 -0.017 -0.016 0.00
H 0.660448 -3.126512 -0.801514 -0.022 -0.015 -0.048 0.00
H -0.000038 -5.220504 -1.797380 0.038 0.040 -0.013 0.00
H -0.524599 -4.405611 -3.296776 0.054 0.022 0.045 0.00
H 2.321128 -4.137794 -2.577352 -0.014 -0.023 0.017 0.00
H 3.952579 -3.344663 -4.234182 0.032 -0.035 -0.009 0.00
H 3.621247 -1.151740 -5.342924 0.027 0.013 -0.016 0.00
H 1.616075 0.194606 -4.807737 0.000 0.015 -0.003 0.00
H -0.033320 -0.624056 -3.182162 -0.150 0.125 0.094 0.00
O -0.854843 1.402421 1.067635 -0.312 -0.314 0.117 0.00
S -1.229228 0.513599 2.243093 0.069 0.029 -0.237 0.00
O -1.445154 -0.863885 1.616766 0.032 0.011 0.336 0.02
O 0.504629 -0.341351 -0.335850 -0.038 -0.076 -0.075 0.00
C 0.376175 0.382854 3.025388 0.190 -0.017 -0.028 0.00
C 0.414918 0.537935 4.400982 0.092 0.022 -0.021 0.00
C 1.632712 0.571586 5.067995 -0.106 0.001 0.022 0.00
C 2.807451 0.469612 4.345065 0.003 -0.001 -0.099 0.00
C 2.761576 0.307339 2.966210 0.084 0.041 0.068 0.00
C 1.551108 0.250778 2.281670 -0.018 0.004 0.073 0.00
P 1.722377 -0.043636 0.480727 -0.107 -0.078 0.040 0.00
C 2.741536 -1.544065 0.476645 -0.030 -0.130 0.213 0.00
C 2.444835 -2.472016 1.483685 0.036 -0.006 0.030 0.00
C 3.060904 -3.709944 1.515040 0.021 -0.016 -0.024 0.00
C 3.992775 -4.046604 0.541424 -0.002 0.012 0.016 0.00
C 4.269779 -3.151380 -0.476639 -0.004 0.024 0.010 0.00
C 3.635367 -1.916543 -0.520266 0.007 0.058 -0.176 0.00
C 2.586928 1.435438 -0.068320 0.004 0.119 -0.107 0.00
C 1.954518 2.642474 0.246924 -0.013 0.005 -0.060 0.00
C 2.487025 3.843002 -0.190343 -0.045 -0.056 0.029 0.00
C 3.652696 3.858629 -0.939632 0.041 0.046 -0.020 0.00
C 4.286442 2.668287 -1.256056 -0.030 -0.020 0.025 0.00
C 3.754297 1.461269 -0.827417 0.097 -0.088 0.011 0.00
H -0.515806 0.654306 4.941422 -0.036 -0.002 0.026 0.00
H 1.659676 0.693794 6.142489 0.004 0.006 0.014 0.00
H 3.764147 0.516630 4.846266 0.029 -0.006 0.013 0.00
H 3.695481 0.220178 2.421628 -0.008 -0.004 -0.026 0.00
H 1.721433 -2.229154 2.252436 0.013 -0.002 -0.031 0.00
H 2.817106 -4.408291 2.304151 -0.008 -0.021 0.008 0.00
H 4.488670 -5.007637 0.570455 0.009 -0.022 0.005 0.00
H 4.966434 -3.413833 -1.261275 0.016 -0.012 -0.019 0.00
H 3.818685 -1.284990 -1.378442 -0.040 0.025 0.041 0.00
H 1.027459 2.640989 0.806240 -0.040 -0.034 0.030 0.00
H 1.977285 4.765835 0.048231 -0.009 0.038 -0.001 0.00
H 4.065663 4.798766 -1.281801 -0.003 0.004 -0.004 0.00
H 5.195782 2.671410 -1.841143 0.020 0.007 -0.019 0.00
H 4.275605 0.553221 -1.090537 -0.034 0.018 0.059 0.00
O -0.299332 2.920782 -2.456161 0.134 0.340 -0.124 0.01
C -0.889142 1.904595 -2.291637 0.078 0.071 0.039 0.02
N -1.480636 0.885765 -2.128308 -0.067 -0.180 -0.153 0.02
```
Positions in Å, forces in eV/Å.

Results
energy = -3879.97237 Ha
HOMO (spin up / spin down) = -5.56 / -8.52 eV
multiplicity = 3
total charge = 0
energy above the lowest of the compared OMol25 structures with the same formula, charge and spin = 0.00 kJ/mol
orbital gap (spin up / spin down) = 5.9 / 8.7 eV